Model 1:
DFT (ωB97M-V/def2-TZVPD) results for a 8-piece molecular cluster, C17H55N5O7 overall.

CARTESIAN COORDINATES (ANGSTROEM)
N: 4.71793 -0.72282 3.13453
H: 4.54415 -0.07044 3.88574
H: 5.11912 -1.54623 3.56013
H: 5.25517 -0.45664 2.32174
H: 3.83247 -1.01170 2.74387
C: 1.83401 -0.66300 1.35906
O: 2.16710 -1.78394 2.13484
H: 1.12072 0.00472 1.84224
H: 2.69009 0.00877 1.29619
H: 1.61106 -0.81480 0.30295
O: 1.02321 -3.04242 4.24470
H: 1.72001 -3.66131 4.46301
H: 1.39358 -2.49983 3.54853
O: -1.28874 -1.90107 3.00868
H: -0.52072 -2.47181 3.03380
H: -1.15064 -1.28121 3.72488
C: 1.08406 -5.63734 -0.99851
C: 2.02055 -4.90400 0.00003
C: 3.17705 -3.94407 -0.51917
O: 4.08988 -4.83608 -1.03317
C: 4.83804 -4.23501 -2.06112
N: 1.11476 -4.17288 0.88436
H: 0.67922 -4.89530 -1.68668
H: 0.14607 -5.94469 -0.53612
H: 1.44057 -6.55768 -1.46110
H: 2.40547 -5.72548 0.60428
H: 3.61532 -3.37009 0.29726
H: 2.73386 -3.16762 -1.14273
H: 5.91870 -4.19971 -1.92326
H: 4.56739 -3.24268 -2.42191
H: 4.85639 -4.98104 -2.85559
H: 1.63055 -3.48795 1.41816
H: 0.45189 -3.58425 0.40040
C: -1.77534 3.23227 -4.99286
C: -1.35350 3.41426 -3.57311
C: -1.84852 2.37921 -2.53033
O: -1.35497 2.75493 -1.20170
C: -0.94013 1.60728 -0.46039
N: 0.06244 3.42072 -3.65171
H: -2.78536 3.60746 -5.15780
H: -1.76412 2.17675 -5.26459
H: -1.17832 3.84952 -5.66417
H: -1.54329 4.41602 -3.18769
H: -1.34991 1.44887 -2.80228
H: -2.91137 2.13745 -2.52976
H: -0.41248 2.02849 0.39535
H: -0.24199 1.00750 -1.04432
H: -1.69861 0.91922 -0.08706
H: 0.34899 2.48103 -3.88612
H: 0.20035 3.44428 -2.65144
C: -5.57728 -0.51183 -3.04627
C: -4.97341 -1.92368 -3.17436
C: -3.94566 -2.37126 -2.05512
O: -2.68690 -1.58319 -2.06609
C: -1.76770 -1.86213 -0.96519
N: -6.17110 -2.73679 -2.99642
H: -4.77668 0.22040 -2.94156
H: -6.21692 -0.24103 -2.20624
H: -5.93373 -0.15374 -4.01209
H: -4.45088 -1.98893 -4.12871
H: -3.77125 -3.43701 -2.20303
H: -4.38969 -2.21472 -1.07206
H: -0.85224 -1.27057 -0.95488
H: -1.63586 -2.94371 -0.93528
H: -2.31030 -1.65970 -0.04177
H: -6.83810 -2.37669 -3.66391
H: -6.53743 -2.50198 -2.08496
C: 1.58185 6.49086 3.10804
C: 0.28816 5.57036 3.26090
C: 0.75849 4.25120 3.98700
O: 1.80422 3.44061 3.36989
C: 1.39556 2.81244 2.22899
N: -0.69803 6.26638 4.06402
H: 1.24101 7.41962 2.65051
H: 2.27581 5.92645 2.48519
H: 2.01868 6.89246 4.02238
H: -0.22256 5.28551 2.34105
H: -0.03004 3.57756 4.32247
H: 1.21090 4.59252 4.91808
H: 0.54088 2.15467 2.38693
H: 2.24216 2.17080 1.98467
H: 1.22508 3.55288 1.44748
H: -0.30115 6.41854 4.98023
H: -0.78809 7.20803 3.71005

Results
spin multiplicity	1
orbital gap	0.2545	hartree
HOMO energy	-0.2903	hartree

=====

Model 2:
DFT (ωB97M-V/def2-TZVPD) results for C17H55N5O7 as an isolated structure.

CARTESIAN COORDINATES (ANGSTROEM)
N: 3.50347 0.40830 2.64456
H: 3.07601 0.82626 3.45862
H: 4.16332 -0.27448 2.98883
H: 3.93414 0.97526 1.92820
H: 2.80012 -0.11100 2.13885
C: 1.45600 -0.13959 1.08589
O: 2.14923 -1.17660 1.72881
H: 0.53086 0.14288 1.58832
H: 2.00773 0.79426 1.19371
H: 1.34189 -0.18963 0.00303
O: 1.39906 -2.43206 3.01116
H: 2.26606 -2.78789 3.20586
H: 1.56909 -1.68897 2.43226
O: -0.52952 -2.09515 1.93583
H: 0.39289 -2.35028 1.95303
H: -0.65388 -1.59017 2.73943
C: 2.16527 -3.93222 -1.39537
C: 2.73148 -3.08310 -0.22479
C: 3.47300 -1.70370 -0.50037
O: 4.66698 -2.11641 -1.04552
C: 5.17855 -1.13148 -1.90919
N: 1.58989 -2.87528 0.66438
H: 1.54119 -3.28355 -2.01008
H: 1.38957 -4.62397 -1.06691
H: 2.85063 -4.57782 -1.94455
H: 3.36915 -3.79853 0.29448
H: 3.64095 -1.14987 0.42331
H: 2.79836 -1.04740 -1.05015
H: 6.16535 -0.73537 -1.66958
H: 4.57581 -0.25705 -2.15457
H: 5.49741 -1.68418 -2.79290
H: 1.79926 -2.14639 1.33147
H: 0.77496 -2.49262 0.20661
C: -2.20608 2.58684 -4.06210
C: -1.93105 2.67738 -2.59823
C: -2.04865 1.38105 -1.75593
O: -1.77477 1.69006 -0.34897
C: -0.99454 0.66318 0.26378
N: -0.61431 3.20132 -2.54541
H: -3.27678 2.59805 -4.26601
H: -1.79890 1.66302 -4.47298
H: -1.85360 3.47556 -4.58558
H: -2.48856 3.46978 -2.09883
H: -1.23427 0.74643 -2.10541
H: -2.94808 0.77910 -1.88550
H: -0.68886 1.10201 1.21357
H: -0.10483 0.45398 -0.33016
H: -1.46056 -0.30058 0.46891
H: 0.00503 2.47638 -2.87853
H: -0.53024 3.11193 -1.54289
C: -4.14243 -1.34105 -2.92936
C: -3.05871 -2.40428 -3.19295
C: -1.97884 -2.62870 -2.05593
O: -1.09727 -1.45240 -1.84423
C: -0.17951 -1.55744 -0.71224
N: -3.88025 -3.60858 -3.23776
H: -3.67041 -0.39821 -2.65306
H: -4.86619 -1.45476 -2.12230
H: -4.57084 -0.98396 -3.86586
H: -2.51514 -2.12488 -4.09548
H: -1.42059 -3.52353 -2.33115
H: -2.48393 -2.80066 -1.10545
H: 0.45422 -0.68793 -0.53773
H: 0.33865 -2.51053 -0.81811
H: -0.79095 -1.71280 0.17664
H: -4.60869 -3.40829 -3.90810
H: -4.33927 -3.66930 -2.34016
C: -0.76115 5.04899 3.18991
C: -1.63166 3.71562 3.09694
C: -0.73639 2.55314 3.67638
O: 0.55495 2.27931 3.05277
C: 0.44591 1.73818 1.80436
N: -2.83223 3.87545 3.89387
H: -1.40238 5.85537 2.83401
H: 0.11309 4.87708 2.56202
H: -0.53478 5.42797 4.18653
H: -1.96933 3.41859 2.10404
H: -1.23429 1.59798 3.84339
H: -0.47403 2.87952 4.68273
H: -0.11301 0.80247 1.79234
H: 1.47693 1.48902 1.55329
H: 0.04361 2.48399 1.11878
H: -2.55159 4.01031 4.85468
H: -3.24873 4.76661 3.66482

Results
spin multiplicity	1
orbital gap	0.2325	hartree
HOMO energy	-0.2535	hartree

=====

Most stable pick: model 1. Distance to second place: 20.044 eV.

=====

Model 1:
DFT (ωB97M-V/def2-TZVPD) results for a 2-piece molecular cluster, C5H11O2 overall.

CARTESIAN COORDINATES (ANGSTROEM)
C: 0.39967 -1.19016 0.21492
O: 0.19661 -0.06373 -0.56492
C: 0.77117 -0.84174 1.66823
C: 2.06661 0.03253 1.65694
H: 1.17477 -1.93540 -0.17246
H: -0.56189 -1.73123 0.33137
H: 0.89680 -1.71261 2.34168
H: -0.08107 -0.32218 2.14637
H: 1.96846 0.93664 2.29888
H: 2.30216 0.35840 0.63075
H: 2.89610 -0.64065 1.99603
O: -2.72125 0.17790 -0.48361
C: -1.85929 0.23094 -1.36078
C: -1.54756 1.59331 -2.05513
H: -1.46915 -0.56490 -1.95742
H: -2.14282 2.41725 -1.59336
H: -1.80054 1.46153 -3.12741
H: -0.48879 1.79408 -1.97006

Results
total charge	-1
spin multiplicity	1
orbital gap	0.2771	hartree
HOMO energy	-0.1164	hartree

=====

Model 2:
DFT (ωB97M-V/def2-TZVPD) results for a 2-piece molecular cluster, C5H11O2 overall.

CARTESIAN COORDINATES (ANGSTROEM)
C: -0.71145 0.85765 0.55344
C: -0.77386 1.98066 1.59394
C: -1.09951 -0.52314 1.07036
O: -0.80447 -0.84883 2.25722
O: -1.64683 -1.27065 0.21645
H: -1.37058 1.08331 -0.28876
H: 0.26732 0.83196 0.06400
H: -0.36473 1.74114 2.56961
H: -1.80407 2.31195 1.72570
H: -0.29840 2.90453 1.22581
C: 1.74815 -0.92644 -2.22076
C: 2.49500 0.31711 -2.72411
H: 2.07841 -1.81631 -2.76364
H: 2.12604 -1.07718 -1.20631
H: 0.66676 -0.94275 -2.19053
H: 3.29873 0.62581 -2.05647
H: 1.78382 1.14986 -2.73685
H: 2.92810 0.20596 -3.71694

Results
total charge	-1
spin multiplicity	1
orbital gap	0.2666	hartree
HOMO energy	-0.1367	hartree

=====

Most stable pick: model 2. Distance to second place: 2.018 eV.

=====

Model 1:
DFT (ωB97M-V/def2-TZVPD) results for a 2-piece molecular cluster, C5H11O2 overall.

CARTESIAN COORDINATES (ANGSTROEM)
C: 1.94342 0.37134 0.15481
C: 2.62575 -0.29892 -1.03262
C: 0.82367 -0.59396 0.72791
O: 0.07287 -1.14939 -0.10844
O: 0.87566 -0.75291 1.96149
H: 2.60275 0.44126 1.01490
H: 1.55232 1.30649 -0.26485
H: 3.10754 0.42276 -1.69832
H: 1.87856 -0.91106 -1.53767
H: 3.45479 -0.95903 -0.72534
C: -2.93907 1.64286 -0.57479
C: -2.74673 0.14985 -0.71132
H: -2.69286 2.17353 -1.50050
H: -3.96812 1.97193 -0.41248
H: -2.27718 2.01654 0.21098
H: -1.72733 -0.16144 -0.42974
H: -3.30801 -0.50064 -0.03274
H: -2.91044 -0.27540 -1.71001

Results
total charge	-1
spin multiplicity	1
orbital gap	0.2947	hartree
HOMO energy	-0.1480	hartree

=====

Model 2:
DFT (ωB97M-V/def2-TZVPD) results for a 2-piece molecular cluster, C5H11O2 overall.

CARTESIAN COORDINATES (ANGSTROEM)
C: 2.35457 0.45522 0.99667
C: 1.42462 -0.68207 1.42313
H: 2.84566 0.14469 0.07025
H: 1.79814 1.37198 0.85724
H: 3.32603 0.56134 1.54760
H: 1.89527 -1.25889 2.21242
H: 1.28509 -1.42482 0.62552
H: 0.37894 -0.36591 1.57673
C: -1.46339 0.49373 -1.39134
C: -2.40749 0.39850 -0.18781
C: -0.43574 -0.67789 -1.52760
O: 0.76132 -0.34924 -1.47172
O: -0.90955 -1.81483 -1.80590
H: -2.08568 0.49638 -2.32381
H: -0.79122 1.32180 -1.13842
H: -1.97315 0.90463 0.70707
H: -2.70687 -0.59335 0.10859
H: -3.29655 1.01871 -0.27863

Results
total charge	-1
spin multiplicity	1
orbital gap	0.2937	hartree
HOMO energy	-0.1436	hartree

=====

Model 3:
DFT (ωB97M-V/def2-TZVPD) results for a 2-piece molecular cluster, C5H11O2 overall.

CARTESIAN COORDINATES (ANGSTROEM)
C: 1.59040 0.24933 0.97609
C: 0.77280 1.50553 0.79527
C: 0.63241 -1.08016 1.14765
O: 0.40063 -1.74608 0.05355
O: 0.22958 -1.45522 2.24421
H: 2.37000 0.16529 0.23266
H: 2.17465 0.23164 1.94843
H: 0.29398 1.72514 1.73466
H: 0.01586 1.26809 0.12983
H: 1.31327 2.27136 0.17370
C: -2.20026 0.47197 -1.86871
C: -1.04083 1.28339 -2.60269
H: -2.43701 1.22956 -1.09750
H: -3.07860 0.07551 -2.43736
H: -1.72904 -0.44943 -1.42015
H: -0.45349 0.71197 -3.15638
H: -0.41321 1.82159 -1.97898
H: -1.62521 1.97925 -3.19659

Results
total charge	-1
spin multiplicity	1
orbital gap	0.2718	hartree
HOMO energy	-0.1322	hartree

=====

Most stable pick: model 1. Distance to second place: 0.426 eV.